23
Properties=species:S:1:pos:R:3:forces:R:3 method="wB97M-V/def2-TZVPD" spin_multiplicity=1 de_lowest_kcal_mol=20.6 gap_ev=9.9 e_tot_ev=-15096.2894 lumo_ev=0.81 fmax_ha_per_bohr=0.0803 smiles="N[C@@H](Cc1ccccc1)C(=O)O"
N 1.87717 0.62779 1.93684 1.8 -0.9 -1.2
C 1.21378 -0.64462 1.59083 -1.4 0.3 -0.3
C -0.38108 -0.44511 1.45884 -0.1 -1.9 1.4
C -0.88225 0.09505 0.13174 1.2 0.9 1.9
C -0.39883 1.35105 -0.20024 0.5 0.5 -1.8
C -0.65135 1.87552 -1.47182 -1.2 0.9 -1.0
C -1.58063 1.25698 -2.34071 1.0 -1.8 1.5
C -2.06061 -0.00851 -1.93943 -0.6 0.2 -1.1
C -1.72003 -0.56162 -0.71006 -0.8 -0.8 -0.6
C 1.69981 -1.15589 0.20708 -2.1 -1.3 1.6
O 2.45060 -0.67963 -0.54364 2.8 2.7 -1.4
O 1.08729 -2.28904 -0.20899 -0.9 -0.4 0.7
H 1.89907 0.97515 2.88583 -0.9 -0.6 0.3
H 2.88026 0.42927 1.77016 -0.6 0.6 -0.2
H 1.39145 -1.45274 2.31159 -0.1 0.1 -0.1
H -0.88403 -1.42940 1.78435 0.8 1.2 -1.0
H -0.66378 0.18768 2.30924 0.1 0.4 -0.4
H 0.32224 1.84055 0.42694 0.1 0.1 0.3
H -0.24599 2.83263 -1.86501 0.0 -0.7 0.8
H -1.80068 1.59038 -3.33608 0.0 0.4 -0.2
H -2.69614 -0.58877 -2.65076 0.4 0.6 0.8
H -2.12496 -1.51454 -0.38256 0.1 -0.1 -0.3
H 1.26869 -2.29218 -1.16412 0.1 -0.3 0.2